C4H6O3S in the gas phase in a non-equilibrium geometry. Source: the OMol25 dataset; level of theory: ωB97M-V/def2-TZVPD.

Values from the calculation:
Structure (SMILES): CO[C@@H]1COC(=O)S1
ΔE to the lowest compared entry with this formula, charge and spin, kcal per mole: 75.3
Frontier orbital gap, eV: 10.40
E, eV: -21219.721
LUMO energy, eV: 0.54
HOMO level, eV: -9.86

Geometry as XYZ:
```
14
Properties=species:S:1:pos:R:3:lowdin_charge:R:1
C -2.598 0.086 -0.839 -0.02
C -0.842 0.059 0.808 -0.64
C -0.172 1.427 0.142 -0.10
C 1.713 -0.079 -0.189 -0.62
H -2.420 -1.045 -1.407 0.16
H -3.623 0.173 -0.781 0.03
H -2.209 1.099 -1.294 0.11
H -0.725 0.018 1.775 0.06
H -0.545 1.513 -0.957 0.11
H -0.130 2.510 0.626 0.16
O -2.077 -0.244 0.543 -0.19
O 1.321 1.304 -0.031 -0.12
O 2.927 -0.334 -0.252 0.03
S 0.230 -1.190 0.027 1.02
```